(1)
{
  "formula": "C5H6N2OS",
  "method": "ωB97M-V/def2-TZVPD",
  "gap_ev": 6.5,
  "relative_energy_kj_mol": 297.37,
  "e_tot_ev": -21142.0159,
  "spin_multiplicity": 1,
  "species": ["C", "C", "C", "C", "C", "H", "H", "H", "H", "H", "H", "N", "N", "O", "S"],
  "coordinates": [[-1.096391, 1.836510, 0.378370], [-0.202587, 0.599688, 0.397365], [-0.112652, -0.187864, -0.768976], [1.143355, -1.924749, 0.464344], [0.500870, 0.084297, 1.446593], [-2.163223, 1.573694, 0.678181], [-1.449015, 2.040525, -0.682110], [-0.657412, 2.745762, 0.945856], [0.329178, -0.034702, -2.884531], [0.509504, -1.745973, -1.661442], [0.497379, 0.670331, 2.426966], [0.445469, -1.353673, -0.644129], [1.057803, -1.108524, 1.567848], [-0.667891, 0.224279, -1.981079], [1.865614, -3.419601, 0.316744]],
  "atomic_forces_ev_per_a": [[-1.106, 0.359, -0.388], [-1.343, 0.919, -2.808], [-1.541, 3.047, 1.209], [-0.809, 0.704, 0.192], [-0.227, -0.196, 3.229], [1.436, 0.258, 0.881], [1.482, 0.398, 0.930], [-1.006, -1.540, -1.108], [-4.372, 1.135, 3.749], [0.265, -0.345, 2.872], [0.108, -0.623, -1.407], [1.400, -2.510, -4.266], [0.836, -0.475, -0.926], [5.235, -1.985, -2.225], [-0.357, 0.854, 0.066]],
  "lowdin_charge": [-0.054, -0.213, -0.369, -0.874, -0.117, 0.094, 0.079, 0.108, 0.342, 0.184, 0.148, 0.089, 0.058, -0.027, 0.552]
}

=====

(2)
{
  "formula": "C5H6N3O",
  "method": "ωB97M-V/def2-TZVPD",
  "gap_ev": 8.4,
  "relative_energy_kj_mol": 633.75,
  "total_charge": 1,
  "e_tot_ev": -11785.2952,
  "spin_multiplicity": 1,
  "species": ["C", "C", "C", "C", "C", "N", "N", "N", "O", "H", "H", "H", "H", "H", "H"],
  "coordinates": [[1.331013, -1.485596, -1.847099], [-1.716184, 0.159562, 0.386120], [1.750719, -0.748965, -0.845949], [-3.067330, -0.013557, 0.710866], [3.066759, -0.215031, -0.480289], [-0.085718, -2.928516, -3.048590], [-0.604751, 0.270099, 0.040727], [0.525348, -2.231478, -2.435802], [0.683734, 0.333659, -0.176934], [-3.647841, 0.867608, 0.168407], [-3.297655, -1.060584, 0.360099], [-3.098142, 0.212461, 1.858457], [2.951902, 0.782664, -0.499870], [3.239427, -0.423219, 0.594888], [3.928524, -0.627024, -1.040989]],
  "atomic_forces_ev_per_a": [[2.143, 1.790, 3.332], [5.220, 0.554, -1.855], [-1.453, -1.724, -3.685], [-1.890, 1.673, 0.919], [0.241, -3.239, 1.918], [-0.930, -0.852, -0.648], [-1.119, -1.309, 0.545], [-0.459, -0.136, -0.413], [-0.905, 1.112, 1.012], [0.812, -2.144, 1.019], [-0.483, 1.172, 0.707], [-0.506, -0.904, -1.975], [0.247, 3.810, -0.473], [0.030, -0.095, -0.405], [-0.948, 0.291, 0.002]],
  "lowdin_charge": [0.005, 0.002, -0.084, -0.011, -0.010, 0.297, 0.128, -0.074, -0.007, 0.164, 0.133, 0.154, 0.051, 0.120, 0.132]
}